No. 1
DFT (ωB97M-V/def2-TZVPD) results for a single C25H28N6O2 molecule.

XYZ file:
```
61
Properties=species:S:1:pos:R:3:mulliken_charge:R:1
O -7.35 -1.33 0.54 -0.687
C -7.26 -0.31 -0.12 0.474
N -6.11 0.21 -0.62 -0.094
C -4.80 -0.26 -0.49 0.995
C -4.47 -1.41 0.23 -0.570
C -3.16 -1.82 0.32 -1.032
C -2.14 -1.10 -0.30 0.618
C -2.47 0.06 -1.00 -0.792
C -3.78 0.47 -1.10 -0.674
H -4.02 1.37 -1.65 0.321
H -1.68 0.62 -1.47 0.422
C -0.73 -1.51 -0.22 0.944
N 0.18 -0.57 -0.41 -0.575
C 1.47 -0.91 -0.34 0.331
N 1.93 -2.14 -0.10 -0.342
C 1.02 -3.08 0.08 -0.446
C -0.34 -2.84 0.03 -0.937
H -1.06 -3.63 0.16 0.352
H 1.41 -4.07 0.26 0.450
N 2.32 0.12 -0.54 -0.107
C 3.71 0.18 -0.54 0.761
C 4.53 -0.92 -0.32 -1.246
C 5.90 -0.78 -0.32 -0.279
C 6.52 0.45 -0.55 1.004
C 5.68 1.55 -0.79 -0.396
C 4.31 1.42 -0.78 -0.992
H 3.70 2.28 -0.97 0.317
H 6.11 2.51 -1.01 0.441
N 7.90 0.61 -0.62 -0.082
C 8.78 -0.54 -0.57 -0.990
H 8.33 -1.39 -1.07 0.483
C 9.16 -0.88 0.88 -0.378
H 9.90 -1.69 0.91 0.352
O 9.76 0.23 1.51 -0.411
C 8.90 1.35 1.49 -0.568
C 8.53 1.73 0.05 -0.717
H 7.86 2.59 0.07 0.336
H 9.44 2.00 -0.50 0.327
H 9.45 2.15 1.98 0.385
H 7.98 1.13 2.05 0.313
H 8.26 -1.19 1.44 0.330
H 9.70 -0.26 -1.11 0.372
H 6.49 -1.67 -0.13 0.259
H 4.08 -1.88 -0.14 0.499
H 1.84 1.00 -0.71 0.181
H -2.93 -2.70 0.89 0.303
H -5.25 -1.97 0.71 0.519
H -6.19 1.06 -1.15 0.178
C -8.49 0.54 -0.47 -0.163
N -9.72 -0.05 0.04 -0.536
H -9.57 -1.04 0.26 0.330
C -10.12 0.70 1.22 -0.548
H -9.57 0.41 2.13 0.273
H -11.19 0.56 1.39 0.353
C -9.76 2.13 0.83 -0.663
H -10.49 2.50 0.11 0.291
H -9.72 2.80 1.68 0.343
C -8.40 1.95 0.15 -0.730
H -8.20 2.72 -0.59 0.354
H -7.61 1.97 0.90 0.381
H -8.56 0.59 -1.57 0.360
```

Output
Energy relative to the best compared isomer or geometry (same formula, charge and spin)   0.618 eV
Molar mass   444.54 g/mol
Multiplicity   1
Lowest unoccupied orbital energy   0.32 eV
SMILES string   O=C(Nc1ccc(-c2ccnc(Nc3ccc(N4CCOCC4)cc3)n2)cc1)[C@@H]1CCCN1
E_tot   -1448.511036 hartree
Maximum force   0.641 eV Å⁻¹

No. 2
DFT (ωB97M-V/def2-TZVPD) results for a single C25H28N6O3 molecule in a non-equilibrium geometry.

XYZ file:
```
62
Properties=species:S:1:pos:R:3:mulliken_charge:R:1
C 0.40 6.50 4.67 -0.839
H 0.52 6.85 3.64 0.340
O 1.38 5.54 5.00 -0.454
C 1.43 4.38 4.29 0.851
C 2.44 3.49 4.66 -0.741
C 2.58 2.28 4.01 -0.178
C 1.70 1.94 2.99 -0.079
C 0.71 2.83 2.61 -0.837
C 0.57 4.05 3.25 -0.321
H -0.21 4.72 2.93 0.401
H 0.05 2.57 1.79 0.451
N 1.82 0.72 2.29 0.643
C 2.05 -0.52 2.79 0.737
C 2.06 -1.37 1.69 0.468
C 2.24 -2.76 1.44 0.378
N 2.17 -3.21 0.22 -0.995
N 1.92 -2.44 -0.82 -0.313
C 1.76 -1.13 -0.72 0.152
N 1.63 -0.42 -1.87 0.009
C 1.09 0.91 -1.90 -1.192
H 1.59 1.47 -2.70 0.355
H 1.28 1.40 -0.94 0.584
C -0.42 0.86 -2.19 -0.503
H -0.92 0.35 -1.36 0.229
H -0.82 1.88 -2.24 0.436
C -0.67 0.13 -3.51 0.249
C -2.16 0.07 -3.84 0.059
O -2.63 0.63 -4.81 -0.688
N -2.91 -0.63 -2.96 -0.068
H -2.46 -1.16 -2.23 0.264
C -4.32 -0.88 -3.18 -1.043
C -4.56 -2.30 -3.57 0.463
C -4.38 -2.95 -4.76 -0.367
C -4.73 -4.31 -4.52 -0.477
C -5.09 -4.37 -3.21 -0.432
O -4.99 -3.17 -2.63 -0.355
H -5.43 -5.19 -2.60 0.461
H -4.71 -5.11 -5.23 0.416
H -4.04 -2.52 -5.67 0.538
H -4.88 -0.65 -2.27 0.317
H -4.62 -0.21 -3.99 0.434
C -0.03 -1.26 -3.47 -0.562
C 1.46 -1.13 -3.12 -1.277
H 1.98 -0.57 -3.91 0.381
H 1.91 -2.12 -3.01 0.572
H -0.50 -1.89 -2.70 0.330
H -0.14 -1.76 -4.43 0.405
H -0.20 0.70 -4.32 0.292
C 1.81 -0.52 0.57 0.941
N 1.65 0.74 0.97 -0.932
C 2.53 -3.75 2.53 -1.254
H 2.74 -4.71 2.07 0.409
H 3.38 -3.43 3.12 0.329
H 1.67 -3.85 3.19 0.277
C 2.18 -0.82 4.24 -1.927
H 3.23 -0.86 4.54 0.299
H 1.74 -1.79 4.45 0.424
H 1.68 -0.06 4.84 0.478
H 3.39 1.62 4.28 0.458
H 3.11 3.77 5.45 0.427
H -0.61 6.10 4.80 0.339
H 0.56 7.33 5.35 0.239
```

Output
Energy relative to the best compared isomer or geometry (same formula, charge and spin)   3.760 eV
Molar mass   460.54 g/mol
Multiplicity   1
Lowest unoccupied orbital energy   0.44 eV
SMILES string   COc1ccc(-n2nc3c(N4CCC(C(=O)NCc5ccco5)CC4)nnc(C)c3c2C)cc1
E_tot   -1523.683855 hartree
Maximum force   1.504 eV Å⁻¹

No. 3
DFT (ωB97M-V/def2-TZVPD) results for a molecular structure, C25H28N6O4S.

XYZ file:
```
64
Properties=species:S:1:pos:R:3:mulliken_charge:R:1
C 1.50 6.47 -0.09 -0.845
H 0.69 6.31 0.63 0.338
O 2.40 5.39 -0.12 -0.466
C 1.93 4.16 -0.45 0.814
C 2.87 3.12 -0.45 -0.982
C 2.49 1.84 -0.76 -0.401
C 1.17 1.54 -1.08 -0.133
C 0.25 2.57 -1.12 -0.651
C 0.61 3.87 -0.80 -0.647
H -0.14 4.64 -0.83 0.429
H -0.78 2.38 -1.39 0.308
C 0.77 0.13 -1.46 0.707
N -0.61 -0.16 -1.06 0.338
C -1.04 0.15 0.19 1.010
O -0.30 0.55 1.08 -0.762
C -2.48 0.05 0.44 -0.064
C -3.58 0.46 -0.30 -0.158
N -3.61 0.88 -1.59 -0.299
H -2.77 1.26 -1.99 0.201
H -4.50 1.28 -1.87 0.312
C -4.76 0.32 0.50 0.086
N -4.58 -0.15 1.71 -0.677
S -3.02 -0.42 2.02 0.085
C -6.11 0.72 0.03 0.395
O -6.29 1.24 -1.06 -0.718
N -7.09 0.49 0.92 -0.346
H -8.03 0.75 0.70 0.238
H -6.86 0.08 1.81 0.246
C -1.28 -1.16 -1.89 -0.685
C -0.62 -2.51 -1.70 0.542
C 0.08 -3.15 -2.71 -0.475
C 0.71 -4.35 -2.44 -0.410
C 0.63 -4.85 -1.15 -0.481
N -0.04 -4.26 -0.18 -0.685
C -0.65 -3.12 -0.45 -0.141
H -1.18 -2.66 0.38 0.486
H 1.12 -5.78 -0.88 0.380
H 1.27 -4.86 -3.20 0.414
H 0.13 -2.71 -3.70 0.377
H -1.21 -0.86 -2.94 0.258
H -2.33 -1.23 -1.60 0.495
H 0.79 0.05 -2.56 0.717
C 1.78 -0.92 -0.95 -0.666
O 2.44 -1.59 -1.73 -0.740
N 1.86 -1.00 0.38 0.437
H 1.28 -0.36 0.93 0.273
C 2.79 -1.83 1.10 -0.379
C 2.06 -2.75 2.09 -0.688
H 1.20 -3.24 1.64 0.216
H 2.75 -3.51 2.43 0.397
C 1.69 -1.81 3.24 -0.524
H 1.63 -2.34 4.18 0.502
H 0.71 -1.36 3.05 -0.015
C 2.78 -0.72 3.26 -0.740
H 3.37 -0.76 4.17 0.427
H 2.32 0.27 3.20 0.244
C 3.66 -0.98 2.02 -0.922
H 3.98 -0.05 1.54 0.302
H 4.55 -1.54 2.30 0.436
H 3.36 -2.38 0.35 0.677
H 3.24 1.05 -0.76 0.581
H 3.89 3.36 -0.19 0.456
H 1.06 6.66 -1.08 0.329
H 2.08 7.34 0.21 0.241
```

Output
Energy relative to the best compared isomer or geometry (same formula, charge and spin)   0.248 eV
Molar mass   508.60 g/mol
Multiplicity   1
Lowest unoccupied orbital energy   -0.21 eV
E_tot   -1997.220455 hartree
Maximum force   0.864 eV Å⁻¹

- The lowest E_tot belongs to which entry?
  C25H28N6O4S

- maximum force of number 1 (C25H28N6O2)?
  0.641 eV Å⁻¹

- What is the maximum force in the first record?
  0.641 eV Å⁻¹

- energy relative to the best compared isomer or geometry (same formula, charge and spin) of number 1 (C25H28N6O2)?
  0.618 eV